(1)
{
  "formula": "C10H9NO6Pt",
  "method": "ωB97M-V/def2-TZVPD",
  "multiplicity": 1,
  "max_force_ha_per_bohr": 0.101,
  "total_energy_ev": -27537.6392,
  "homo_energy_ev": -9.69,
  "symbols": ["Pt", "O", "O", "O", "O", "O", "O", "N", "C", "C", "C", "C", "C", "C", "C", "C", "C", "C", "H", "H", "H", "H", "H", "H", "H", "H", "H"],
  "positions_angstrom": [[-0.0028, -1.0415, -0.8496], [1.6030, -0.7394, -2.1930], [3.7280, -0.0203, -2.2575], [-1.1265, -0.4359, 0.9526], [-0.9334, 0.7653, 2.8382], [3.3739, 3.4390, 1.5805], [-1.2423, -2.5686, -1.5567], [1.1894, 0.3355, 0.1025], [2.6292, 2.4240, 1.1251], [1.4331, 2.0243, 1.7277], [2.3200, 0.7091, -0.4936], [3.0778, 1.7451, -0.0133], [-2.2856, -2.1018, -1.0468], [-2.9808, -0.9151, -1.6415], [2.6270, -0.0839, -1.7642], [0.7492, 0.9651, 1.1831], [-0.5556, 0.4010, 1.7463], [-2.9161, -2.7549, 0.1309], [-2.5129, -3.7531, 0.2862], [-2.6829, -2.1401, 1.0063], [-4.0262, -1.1546, -1.8424], [1.0236, 2.5129, 2.6026], [3.9884, 2.0335, -0.5184], [2.9715, 3.8471, 2.3543], [-3.9996, -2.7892, 0.0234], [-2.4845, -0.6106, -2.5604], [-2.9650, -0.0931, -0.9221]]
}

(2)
{
  "formula": "C4H6N2O",
  "method": "ωB97M-V/def2-TZVPD",
  "e_above_lowest_kcal_mol": 47.5,
  "multiplicity": 1,
  "smiles": "CC1=NCNC1=O",
  "max_force_ha_per_bohr": 0.092,
  "total_energy_ev": -9271.4435,
  "homo_energy_ev": -8.93,
  "symbols": ["O", "N", "N", "C", "C", "C", "C", "H", "H", "H", "H", "H", "H"],
  "positions_angstrom": [[-1.0995, -2.1290, 0.5379], [0.6066, 0.9792, -0.3595], [0.3251, -1.3313, -1.1412], [-0.1592, 0.4467, 0.5028], [-0.7328, 1.0623, 1.7095], [0.9353, 0.0567, -1.4201], [-0.4666, -1.3123, -0.0795], [0.3608, -1.8426, -1.9633], [0.5833, 0.2734, -2.4491], [2.0980, 0.0308, -1.5181], [-1.7260, 1.2385, 1.7629], [-0.1626, 2.0454, 1.8768], [-0.5624, 0.4821, 2.5410]]
}

(3)
{
  "formula": "C6H10O",
  "method": "ωB97M-V/def2-TZVPD",
  "e_above_lowest_kcal_mol": 46.2,
  "multiplicity": 1,
  "smiles": "C[C@H]1C[C@H]1CC=O",
  "max_force_ha_per_bohr": 0.051,
  "total_energy_ev": -8429.2362,
  "homo_energy_ev": -9.10,
  "symbols": ["O", "C", "C", "C", "C", "C", "C", "H", "H", "H", "H", "H", "H", "H", "H", "H", "H"],
  "positions_angstrom": [[2.9842, -0.0058, 0.4440], [0.4112, 0.4253, -0.5102], [2.4007, -0.9565, 0.0192], [-0.2398, 1.4556, 0.4744], [0.9212, -0.9802, -0.2572], [-1.0456, 0.7519, -0.5327], [-1.9916, -0.2494, 0.1125], [-2.3604, -1.0099, -0.5786], [2.9523, -1.8948, -0.1328], [1.1760, 1.1705, -0.5889], [-2.8487, 0.3076, 0.5039], [0.4455, -1.4613, 0.6073], [-0.3334, 1.2474, 1.5210], [-0.0121, 2.4986, 0.2331], [0.7412, -1.6793, -1.0906], [-1.4732, 1.3090, -1.3630], [-1.5384, -0.7582, 0.9757]]
}